Computed, not measured: a molecular structure, C3H2O3V at a distorted geometry, with wB97M-V/def2-TZVPD.

Calculated values
F_max = 3.522 eV/A
frontier orbital gap (spin up / spin down) = 6.84 / 6.45 eV
2S+1 = 4
relative energy (zero: lowest compared OMol25 entry of this formula, charge and spin) = 3.3750 eV
electronic energy = -1284.99293 a.u.

Each line ends with the Mulliken spin population.
Positions of all 9 atoms, in Å:
V (2.8830, 1.6584, 1.8872)  3.01
O (0.0519, -0.7021, 1.0005)  0.00
O (0.5887, 0.9192, -1.0931)  -0.01
O (-0.8670, 0.9920, 2.2169)  0.00
C (1.7397, 0.7858, -1.6767)  0.03
C (2.7903, 0.5705, -2.2343)  -0.03
C (-0.5116, -0.0271, 1.7645)  0.00
H (3.7118, 0.2236, -2.6623)  0.00
H (0.6752, 1.1438, -0.1035)  0.00

Forces on the atoms, in the same order (eV/Å):
0.00 0.00 -0.09
-0.62 -1.63 1.14
-0.37 0.81 1.41
-0.74 -1.31 1.12
1.19 -0.54 -0.20
-0.51 -0.01 0.42
1.19 2.69 -1.94
-0.40 0.33 0.07
0.25 -0.35 -1.93

---

Computed, not measured: a molecular structure, C3H2O4Tl at a distorted geometry, with wB97M-V/def2-TZVPD.

Calculated values
F_max = 2.077 eV/A
frontier orbital gap (spin up / spin down) = 5.86 / 7.63 eV
2S+1 = 2
relative energy (zero: lowest compared OMol25 entry of this formula, charge and spin) = 0.0000 eV
electronic energy = -588.91429 a.u.

Each line ends with the Mulliken spin population.
Positions of all 10 atoms, in Å:
Tl (0.3779, -0.1933, 0.0582)  0.02
O (5.2063, 0.2185, -0.0731)  0.00
O (-4.0820, -1.3178, 2.1109)  0.32
O (-1.7428, -0.7010, -0.4241)  0.18
O (2.9055, 0.0953, 0.1423)  0.00
C (-2.8813, -0.9566, 0.0996)  0.40
C (-3.1819, -0.7250, 1.4679)  0.07
C (4.0611, 0.1645, 0.0276)  0.00
H (-3.6665, -1.4280, -0.5192)  0.02
H (-2.3553, -0.2674, 2.0711)  0.00

Forces on the atoms, in the same order (eV/Å):
-1.31 -0.05 0.11
0.13 0.06 -0.08
0.13 0.96 -0.77
0.22 0.26 -0.53
1.21 0.19 0.01
-1.20 -0.17 0.16
0.36 -1.70 1.13
0.36 -0.08 0.10
0.31 0.13 0.22
-0.20 0.40 -0.37

---

Computed, not measured: a molecular structure, C3H2O4Zn at a distorted geometry, with wB97M-V/def2-TZVPD.

Calculated values
F_max = 2.339 eV/A
frontier orbital gap (spin up / spin down) = 7.00 / 6.79 eV
2S+1 = 2
total charge = -1
relative energy (zero: lowest compared OMol25 entry of this formula, charge and spin) = 0.0000 eV
electronic energy = -2195.83247 a.u.

Each line ends with the Mulliken spin population.
Positions of all 10 atoms, in Å:
Zn (0.8034, -1.6008, -1.1706)  0.88
O (0.1953, -2.1881, 0.5619)  -0.01
O (0.2966, 2.4479, -0.7155)  0.00
O (0.2373, 0.1918, -0.5484)  0.03
O (-0.2719, 1.1463, -2.4681)  -0.01
C (-0.1719, -1.1402, 1.2825)  0.01
C (0.1040, 1.3937, -1.3176)  0.09
C (-0.0935, 0.1203, 0.8049)  0.00
H (-0.7303, 0.9135, 1.2167)  0.00
H (-0.3690, -1.2843, 2.3542)  0.00

Forces on the atoms, in the same order (eV/Å):
0.07 -0.42 -0.45
0.08 -0.40 0.34
0.22 -0.43 0.25
0.23 -0.57 0.76
0.56 -0.33 0.15
0.83 0.42 0.13
-1.12 1.79 -1.01
-1.49 0.01 0.39
0.96 0.00 -0.19
-0.33 -0.08 -0.38

---

Computed, not measured: 3 unconnected molecules or ions with the total composition C3H2O7P at a distorted geometry, with wB97M-V/def2-TZVPD.

Calculated values
F_max = 1.709 eV/A
frontier orbital gap = 7.11 eV
total charge = -1
relative energy (zero: lowest compared OMol25 entry of this formula, charge and spin) = 0.2973 eV
electronic energy = -983.59257 a.u.

Each line ends with the natural charge from an NBO analysis.
Positions of all 13 atoms, in Å:
P (2.1038, 1.0180, 0.6123)  1.44
O (0.7646, 1.4176, -2.5233)  -0.52
O (1.4740, -0.4105, 1.5566)  -0.78
O (1.3241, 2.9747, -0.9476)  -0.54
O (0.4106, 0.6785, 0.1063)  -0.84
O (-1.7871, -1.7535, -0.3790)  -0.75
O (2.9675, 0.4869, -0.4604)  -1.15
O (-2.5963, -1.5975, 1.6301)  -0.69
C (1.0462, 2.1280, -1.6704)  1.06
C (-2.2966, -0.9123, 0.5623)  0.43
C (0.2864, -0.2818, 1.0240)  0.39
H (-2.2788, -2.5223, 1.5863)  0.46
H (-1.4184, -1.2257, -1.0972)  0.51

Forces on the atoms, in the same order (eV/Å):
0.04 -0.27 1.60
-0.38 -1.15 -1.05
0.38 0.37 -0.34
0.29 1.34 1.02
0.37 0.01 0.29
-0.41 -0.18 0.72
0.51 -0.19 -0.74
-0.20 -0.51 0.18
-0.19 0.43 -1.12
0.19 0.32 -1.05
-0.63 -0.45 0.48
0.15 0.06 -0.17
-0.11 0.21 0.17

---

Computed, not measured: 2 unconnected molecules or ions with the total composition C3H2OS at a distorted geometry, with wB97M-V/def2-TZVPD.

Calculated values
F_max = 5.026 eV/A
frontier orbital gap (spin up / spin down) = 7.40 / 7.26 eV
relative energy (zero: lowest compared OMol25 entry of this formula, charge and spin) = 4.9564 eV
electronic energy = -588.70066 a.u.
structure (SMILES) = C1=CC=1.O=S

Each line ends with the natural charge from an NBO analysis.
Positions of all 7 atoms, in Å:
S (0.7447, 2.3994, -0.8383)  0.73
O (-0.1944, 1.9545, -1.8722)  -0.75
C (0.3800, 0.2939, 0.9104)  -0.09
C (-0.7269, -0.6199, 0.7614)  -0.19
C (0.5161, -1.0062, 0.2744)  -0.19
H (0.9203, -1.9484, -0.2188)  0.26
H (-1.6397, -1.0733, 0.9830)  0.23

Forces on the atoms, in the same order (eV/Å):
0.69 0.44 0.68
-0.69 -0.34 -0.75
-0.54 -1.57 -0.66
4.94 -0.40 -0.84
-2.83 -0.03 0.60
-0.07 1.85 0.78
-1.50 0.05 0.18

---

Computed, not measured: C3H2OS2 in the gas phase at a distorted geometry, with wB97M-V/def2-TZVPD.

Calculated values
F_max = 2.265 eV/A
frontier orbital gap = 9.05 eV
relative energy (zero: lowest compared OMol25 entry of this formula, charge and spin) = 0.0534 eV
electronic energy = -987.12043 a.u.
structure (SMILES) = O=c1ccss1

Each line ends with the natural charge from an NBO analysis.
Positions of all 8 atoms, in Å:
S (-0.0548, -2.0575, -0.0076)  0.11
S (-1.8345, -0.9256, -0.0394)  0.21
O (2.2908, -0.7383, -0.0616)  -0.54
C (1.0703, -0.6083, -0.0400)  0.39
C (0.3164, 0.6397, -0.0220)  -0.36
C (-0.9974, 0.6052, -0.0686)  -0.28
H (0.7591, 1.6107, 0.2310)  0.25
H (-1.5499, 1.4741, 0.0081)  0.23

Forces on the atoms, in the same order (eV/Å):
-0.28 0.95 -0.13
0.77 -0.03 -0.22
-2.26 -0.01 0.08
2.04 -0.20 0.01
0.90 0.63 0.60
-0.20 -2.21 0.20
0.43 -0.62 -0.58
-1.39 1.49 0.04